{"formula": "C45H48CoN6OS3Se2", "method": "ωB97M-V/def2-TZVPD", "species": ["Co", "C", "Se", "C", "C", "Se", "C", "H", "H", "H", "H", "H", "H", "H", "H", "H", "H", "N", "S", "N", "S", "N", "S", "N", "C", "C", "C", "C", "C", "C", "C", "C", "C", "C", "C", "C", "C", "C", "C", "C", "C", "C", "C", "C", "C", "C", "C", "C", "C", "C", "C", "C", "C", "C", "C", "C", "C", "C", "C", "C", "H", "H", "H", "H", "H", "H", "H", "H", "H", "H", "H", "H", "H", "H", "H", "H", "H", "H", "H", "H", "H", "H", "H", "H", "H", "H", "H", "H", "H", "H", "O", "H", "H", "N", "C", "C", "C", "C", "C", "N", "H", "H", "H", "H", "H", "H"], "positions_angstrom": [[0.9668, -2.1881, 0.9890], [-3.3724, -3.2860, -6.4671], [-3.5286, -3.2885, -4.5039], [-1.6444, -3.7432, -4.1040], [-1.4020, -5.2282, -3.9253], [0.3663, -5.4908, -3.0644], [1.5225, -4.2379, -4.1512], [-2.4169, -2.8056, -6.7459], [-4.2725, -2.7069, -6.7275], [-3.4302, -4.3225, -6.7994], [-1.4110, -3.2582, -3.0684], [-0.9394, -3.3099, -4.7929], [-1.3421, -5.8032, -4.8798], [-2.1277, -5.6982, -3.2210], [0.9433, -3.9660, -4.9552], [2.4036, -4.7253, -4.6081], [1.7170, -3.3674, -3.4451], [0.5381, -1.2660, -0.6026], [0.3833, 0.0739, -1.1980], [-0.6038, 1.0396, -0.3285], [-0.0788, 2.1710, 0.5682], [0.9127, 1.8332, 1.6818], [0.7411, 0.6388, 2.7481], [0.8042, -0.7620, 2.4378], [1.9967, 1.2191, 3.8985], [2.3090, 2.5379, 4.1085], [3.0615, 2.8642, 5.2570], [3.4196, 1.9001, 6.1592], [3.0423, 0.5574, 5.9898], [2.3164, 0.2586, 4.8422], [-0.7464, 1.0556, 3.6204], [-1.6198, 0.0034, 3.9085], [-2.7512, 0.1834, 4.7177], [-2.9665, 1.4622, 5.2230], [-2.0870, 2.5244, 4.9333], [-0.9591, 2.3064, 4.1996], [-1.6702, 2.9363, 1.0875], [-2.9244, 2.3288, 1.0604], [-3.9520, 2.9710, 1.6716], [-3.7730, 4.2711, 2.1941], [-2.5144, 4.8784, 2.2084], [-1.4591, 4.1714, 1.6733], [0.6894, 3.4563, -0.2873], [0.0757, 4.0268, -1.4116], [0.6955, 5.0960, -2.0274], [2.0368, 5.4783, -1.7121], [2.6095, 4.8165, -0.6289], [1.9556, 3.8257, 0.1047], [-0.5244, 0.1441, -2.6635], [-0.0128, -0.5864, -3.6945], [-0.6388, -0.6148, -4.8833], [-1.8107, 0.0662, -5.0638], [-2.3476, 0.8297, -4.0524], [-1.6538, 0.9406, -2.8827], [1.9357, 0.7644, -1.6064], [3.0855, 0.3101, -0.8843], [4.3679, 0.8138, -1.1768], [4.4640, 1.7295, -2.2117], [3.3370, 2.1218, -2.8927], [2.0497, 1.6776, -2.6210], [1.9140, 3.2396, 3.4246], [3.4868, 3.8711, 5.2873], [4.1327, 2.2361, 6.9749], [3.2847, -0.0972, 6.7734], [1.9139, -0.7516, 4.6598], [-1.4529, -0.9268, 3.3644], [-3.4524, -0.5784, 4.9796], [-3.7257, 1.7252, 6.0081], [-2.2564, 3.4913, 5.4109], [-0.2657, 3.0840, 4.0810], [-3.1427, 1.3500, 0.5957], [-4.9710, 2.5174, 1.5995], [-4.5961, 4.8639, 2.6313], [-2.4147, 5.8528, 2.6587], [-0.4796, 4.5425, 1.6197], [-0.8626, 3.6582, -1.8691], [0.2756, 5.4831, -2.9948], [2.5499, 6.2665, -2.2280], [3.6474, 5.0028, -0.3646], [2.4315, 3.3820, 1.0100], [0.9649, -1.1149, -3.4842], [-0.1766, -1.0624, -5.7804], [-2.3013, 0.0780, -6.0134], [-3.2859, 1.3660, -4.2105], [-1.9605, 1.5708, -2.1170], [2.9463, -0.4385, -0.1893], [5.1931, 0.4725, -0.5389], [5.3894, 2.1421, -2.4676], [3.5081, 2.7951, -3.7364], [1.2128, 2.1582, -3.1668], [2.8109, -3.0141, 1.1465], [2.5649, -3.7515, 1.7534], [3.6767, -2.6143, 1.3103], [1.0812, -4.7479, 2.7061], [-0.0041, -4.8845, 1.8207], [-0.7906, -6.0783, 1.8097], [-1.8466, -6.1315, 0.8980], [-2.0775, -5.0140, 0.0645], [-1.2297, -3.9588, 0.0987], [-0.2007, -3.9099, 0.9659], [1.2858, -5.6608, 3.0981], [0.8956, -4.0259, 3.3668], [-0.6458, -6.8519, 2.4797], [-2.5014, -7.0029, 0.7981], [-2.8879, -5.0465, -0.6363], [-1.4041, -3.1154, -0.5922]], "forces_ev_per_a": [[-0.20, 0.89, 0.85], [-0.42, 0.63, 0.75], [1.35, -0.26, -0.74], [0.24, 0.69, 2.86], [0.20, -1.05, -0.40], [0.45, 0.30, -0.28], [0.78, -0.33, 2.59], [-0.61, -0.23, 0.15], [0.52, -0.32, -0.49], [-0.05, 0.04, -0.06], [-0.65, -0.57, -1.77], [-0.35, 0.34, -0.54], [-0.48, 0.55, 0.67], [0.57, 0.22, -0.59], [-1.36, 0.96, -1.83], [-0.32, 0.13, 0.89], [0.14, -1.17, -1.24], [-0.33, 0.71, -1.68], [-0.28, -1.91, 2.45], [0.39, 0.16, -0.66], [-2.38, 0.35, 0.41], [0.22, 0.51, -0.47], [0.17, 0.98, 1.71], [0.26, -1.90, -1.21], [-0.79, -0.59, 0.48], [0.44, -0.36, 0.96], [-0.02, 0.80, -1.91], [1.56, 0.06, 1.13], [-0.44, 2.03, -1.05], [-0.04, -1.59, 0.57], [-0.73, -0.45, 0.98], [-0.39, -0.19, -0.90], [0.61, 1.43, -0.10], [-0.08, 0.96, 1.17], [-0.77, -0.36, 0.88], [-0.18, -0.78, -0.58], [0.99, -0.35, 0.22], [0.94, -1.55, -0.60], [-2.03, 1.35, 0.10], [-0.17, 0.19, 0.45], [-0.92, -0.62, 0.02], [-0.70, -0.45, -0.40], [0.43, 0.21, -0.58], [-0.51, 0.18, -0.21], [1.16, 0.25, -2.08], [-1.78, -1.18, 1.34], [0.92, 0.12, -0.21], [0.56, 0.39, 0.61], [-0.92, 0.84, -0.96], [2.74, -1.49, 1.43], [0.40, -0.55, -2.70], [-0.79, 0.25, -0.30], [-0.73, 0.41, -0.42], [0.83, -1.17, 0.49], [1.16, -0.14, 0.83], [-0.18, 1.85, -2.15], [-1.45, -0.68, 0.87], [-0.71, -0.69, 0.80], [0.04, 0.79, -1.40], [0.32, 1.17, -0.53], [0.11, 0.99, -0.53], [-0.40, -0.26, 0.45], [-1.21, -0.75, -0.82], [0.18, -1.22, 0.53], [0.43, 0.45, 0.24], [0.07, 0.01, 0.47], [-0.05, -0.63, -0.10], [0.40, -0.75, -1.17], [0.05, -0.26, -0.24], [0.86, 0.94, -0.22], [0.60, 0.61, 0.27], [1.00, 0.52, 0.35], [0.30, -0.71, -0.36], [0.23, 0.12, -0.09], [1.16, 0.84, 0.28], [0.52, 0.20, 0.75], [0.15, -0.18, 1.32], [0.11, 0.11, -0.25], [-0.18, 0.26, 0.03], [-0.42, 0.36, -1.07], [-1.22, 0.45, -0.61], [-0.17, -0.04, 0.69], [-0.17, -0.13, -0.54], [0.39, -0.02, 0.09], [-0.73, 0.96, 1.23], [-0.24, -1.36, 1.54], [-0.17, 0.27, -0.62], [1.29, 0.52, -0.43], [-0.30, -0.02, 0.31], [0.51, -0.77, 0.42], [-0.26, -0.28, -0.13], [0.74, 0.09, 0.00], [-0.29, -0.36, 0.32], [0.02, -0.62, -1.13], [-0.57, -2.01, 0.11], [-0.84, 2.38, -2.03], [0.44, 0.46, 0.07], [-0.05, -1.42, 0.29], [-0.26, 0.64, -0.30], [0.01, 1.29, -0.35], [0.18, 0.43, 0.55], [0.06, 0.34, 0.96], [0.52, -1.37, 1.28], [0.33, 0.28, 0.29], [-0.30, 0.10, -0.19], [0.56, -0.30, 0.68]], "charge": 3, "multiplicity": 5, "s2": 6.011, "e_tot_ev": -259225.33758}